Record 1
{"formula": "C21H25F17NO3SSi2", "method": "ωB97M-V with the def2-TZVPD basis set", "lumo_energy_ha": 0.0197, "energy_ha": -3770.747385, "charge": -1, "gap_ev": 4.139, "elements": ["S", "Si", "Si", "F", "F", "F", "F", "F", "F", "F", "F", "F", "F", "F", "F", "F", "F", "F", "F", "F", "O", "O", "O", "N", "C", "C", "C", "C", "C", "C", "C", "C", "C", "C", "C", "C", "C", "C", "C", "C", "C", "C", "C", "C", "C", "H", "H", "H", "H", "H", "H", "H", "H", "H", "H", "H", "H", "H", "H", "H", "H", "H", "H", "H", "H", "H", "H", "H", "H", "H"], "positions_angstrom": [[1.73047, 6.25706, -4.29002], [0.08593, -5.19664, 3.88536], [0.87640, -4.11490, 1.19728], [-1.14224, -0.64554, -2.03110], [-5.54843, 4.03460, -0.84100], [3.26867, 0.76457, -2.28439], [-4.80175, 1.73346, -2.10469], [-3.30542, 0.77235, -0.83656], [1.80543, 2.17563, -3.05670], [-0.55423, 0.93683, -0.64378], [1.35139, -0.77277, -1.23129], [1.18226, -0.39229, -3.37510], [-3.11143, 4.14065, -1.75305], [-0.75927, 2.78988, -2.36889], [-2.31403, 3.01907, -0.06756], [-3.04757, 0.39540, -3.48913], [-2.96980, 2.53855, -3.83844], [-4.24055, 4.43899, 0.83700], [-5.08716, 2.45723, 0.57965], [-0.63841, 1.43800, -4.07872], [2.90928, 2.50866, 1.41729], [3.06177, 4.73308, 1.21761], [2.28119, 0.38872, 1.00349], [1.15157, -4.61507, 2.75510], [2.69602, 3.69033, 0.77960], [-3.51983, 1.78573, -1.67878], [2.07211, 3.40541, -0.56403], [-1.30298, -3.99401, 4.39156], [-0.32739, -2.64650, 1.02910], [0.99744, -5.60084, 5.50075], [-1.10770, 1.56896, -2.83180], [2.49983, -3.54205, 0.39804], [-2.66064, 1.56440, -2.96196], [1.52158, 4.50962, -1.39980], [0.19050, -5.45268, 0.02623], [-0.45795, 0.49166, -1.91055], [-3.34849, 3.12955, -0.90322], [1.74065, 6.73349, -2.52946], [2.45895, 5.69286, -1.66702], [1.04437, 0.14936, -2.14912], [2.48191, 1.46940, 0.59196], [2.19051, 2.08775, -0.74758], [2.05906, 1.32583, -2.04022], [-0.80875, -6.81024, 3.40865], [-4.59892, 3.51698, -0.06172], [-1.83947, -4.34030, 5.28276], [1.48506, -4.70265, 5.88820], [3.32979, 5.32706, -2.21902], [0.40988, 6.30460, -4.48571], [-1.35618, -2.95512, 1.23839], [0.77335, -6.37099, 0.13190], [0.65634, 4.89097, -0.83664], [0.23627, -5.13997, -1.02399], [-1.55424, -6.63681, 2.62691], [-0.87879, -3.01087, 4.61079], [1.12959, 4.13824, -2.34220], [-0.08450, -7.53616, 3.03050], [-0.05345, -1.85924, 1.73610], [-1.32691, -7.25974, 4.26387], [0.32427, -5.98614, 6.27499], [-2.03868, -3.87491, 3.59065], [2.20427, 7.71392, -2.42888], [-0.31343, -2.21996, 0.02122], [-0.85428, -5.68395, 0.25388], [1.76921, -6.35221, 5.31483], [2.76923, 6.15009, -0.72915], [0.70013, 6.82781, -2.21458], [2.36277, -3.20532, -0.63580], [2.92476, -2.71525, 0.97296], [3.22072, -4.36362, 0.39503]]}

Record 2
{"formula": "H2N2O3S2", "method": "ωB97M-V with the def2-TZVPD basis set", "lumo_energy_ha": -0.0571, "energy_ha": -1132.681730, "charge": 0, "gap_ev": 9.088, "e_above_lowest_kj_mol": 117.13, "elements": ["S", "S", "O", "O", "O", "N", "N", "H", "H"], "positions_angstrom": [[1.60291, -0.93653, 0.08808], [-1.68140, -0.83744, -0.08572], [-0.99760, -0.54419, -1.42227], [0.27224, -0.34366, 0.55407], [-1.66698, -2.17388, 0.41456], [-2.85355, 0.04646, 0.27768], [1.75326, -2.36561, -0.11433], [-3.32206, -0.14882, 1.18758], [1.17288, -3.17401, -0.27472]]}

Record 3
{"formula": "C30H45Cl3Ge2N5ORu", "method": "ωB97M-V with the def2-TZVPD basis set", "lumo_energy_ha": [-0.3556, -0.4516], "multiplicity": 5, "energy_ha": -7147.511751, "charge": 3, "gap_ev": [7.119, 4.609], "e_above_lowest_kj_mol": 242.06, "s2": 6.060, "elements": ["Ru", "Ge", "Ge", "Cl", "Cl", "Cl", "O", "N", "N", "N", "N", "N", "C", "C", "C", "C", "C", "C", "C", "C", "C", "C", "C", "C", "C", "C", "C", "C", "C", "C", "C", "C", "C", "C", "C", "C", "C", "C", "C", "C", "C", "C", "H", "H", "H", "H", "H", "H", "H", "H", "H", "H", "H", "H", "H", "H", "H", "H", "H", "H", "H", "H", "H", "H", "H", "H", "H", "H", "H", "H", "H", "H", "H", "H", "H", "H", "H", "H", "H", "H", "H", "H", "H", "H", "H", "H", "H"], "positions_angstrom": [[-0.10770, 0.15349, -1.20069], [-1.43198, -1.23450, 0.56882], [-0.61192, -2.05085, -2.61646], [-0.16872, -1.63606, -4.70526], [0.76045, -3.68694, -2.21373], [-2.57833, -2.90023, -2.66624], [5.18654, -0.11652, -5.74927], [1.44764, 0.78525, -2.66908], [-1.74134, 1.29471, -2.21635], [-0.19897, 1.82210, -0.05895], [1.67435, -0.04520, 0.25173], [5.09666, 2.12371, -6.05304], [-3.06343, 0.67244, -1.93746], [2.74087, 2.09633, -4.19531], [-1.45363, -1.29925, 5.60625], [-1.41409, -0.88071, 2.56560], [-2.52134, 3.65454, -2.15318], [-1.48705, 5.23447, -0.63935], [-0.20519, -4.27059, 2.62780], [2.88880, 0.69928, -0.20335], [-1.71708, 2.65219, -1.65829], [2.06807, -1.44445, 0.55130], [-2.65253, -0.90356, 4.75407], [-0.69637, 4.23670, -0.11792], [0.30107, 1.73478, 1.22238], [-0.85267, 2.90906, -0.57279], [1.36138, 1.27574, 3.75975], [1.72022, 1.94790, -3.27191], [0.43258, 2.29382, 3.56603], [1.21618, 0.68085, 1.44054], [-1.54955, 1.38543, -3.69017], [-2.60193, -1.45111, 3.31210], [-1.05898, -3.32039, 0.41956], [-1.32866, -4.16332, 1.60849], [-0.57682, -5.12780, 3.83117], [-2.42698, 4.94219, -1.62807], [4.69548, 0.96367, -5.51297], [-0.10711, 2.52135, 2.31588], [2.24459, -0.26202, -2.95963], [3.54181, 1.00549, -4.51245], [1.74567, 0.46466, 2.69434], [3.28013, -0.19619, -3.86225], [0.07992, -3.26575, 2.96663], [-0.53588, -0.79887, 5.28783], [-1.53856, -5.17498, 1.20245], [-1.40491, -4.69367, 4.39419], [-1.29187, -2.37913, 5.58747], [-1.45124, 0.21530, 2.60979], [0.07005, 4.47531, 0.60635], [-2.28632, -3.90079, 2.07685], [-2.52667, -2.53714, 3.39076], [-0.87829, -6.12870, 3.51941], [2.47210, -0.31987, 2.86196], [3.40264, 0.15925, -0.99188], [3.04925, -1.48277, 1.02741], [2.12675, -2.01996, -0.37097], [-3.56544, -1.29685, 5.20229], [0.27329, -5.23683, 4.50173], [-2.44765, 1.77904, -4.16945], [-3.07680, -0.36143, -2.27391], [3.89153, -1.06300, -4.07730], [5.86328, 2.09332, -6.70791], [1.11704, 2.80623, -2.99977], [-1.78363, -3.49339, -0.38870], [2.87944, 3.06888, -4.64750], [4.66306, 3.01233, -5.88470], [-2.74922, 0.18521, 4.72438], [2.61927, 1.69471, -0.54631], [-1.35588, 0.40834, -4.11236], [-3.21562, 3.46245, -2.96077], [-3.28153, 0.72322, -0.87372], [-1.62890, -1.01874, 6.64402], [-3.06436, 5.72639, -2.01423], [-3.53999, -1.21486, 2.80383], [-0.88254, 3.26309, 2.19190], [2.06185, -1.20044, -2.45281], [-0.72607, 2.05103, -3.92160], [1.78604, 1.10414, 4.73995], [3.57724, 0.80158, 0.63790], [-0.03335, -3.41340, 0.06093], [-0.47736, -1.19848, 3.01509], [-1.37390, 6.24903, -0.28192], [0.67949, -4.69468, 2.14196], [-2.94989, -1.15316, 0.30783], [1.33643, -1.90718, 1.21125], [-3.85228, 1.20714, -2.47017], [0.11944, 2.90765, 4.40021]]}

Record 4
{"formula": "C10H21N3O6", "method": "ωB97M-V with the def2-TZVPD basis set", "lumo_energy_ha": 0.0148, "energy_ha": -1009.172742, "charge": 0, "gap_ev": 9.570, "e_above_lowest_kj_mol": 520.91, "elements": ["O", "O", "O", "O", "O", "O", "N", "N", "N", "C", "C", "C", "C", "C", "C", "C", "C", "C", "C", "H", "H", "H", "H", "H", "H", "H", "H", "H", "H", "H", "H", "H", "H", "H", "H", "H", "H", "H", "H", "H"], "positions_angstrom": [[0.62391, 2.91368, -0.71082], [3.63564, -0.64726, 2.02111], [1.71681, -0.43172, 0.94841], [-4.71309, 0.13076, 2.15544], [1.52804, 2.43080, 1.30265], [-5.68178, 1.16826, 0.36636], [-4.22919, -0.34957, -1.43371], [4.53984, 0.00081, -0.66529], [1.15628, -2.46236, 0.21467], [-2.38708, 0.04157, 0.03881], [1.18253, -1.30111, -0.79022], [2.90409, -0.15041, 1.07177], [3.58263, 0.74567, 0.15447], [1.49920, 2.24901, 0.10232], [-3.87476, -0.45759, -0.03893], [-4.84623, 0.40699, 0.82087], [0.05263, -0.45115, -0.17949], [-1.36777, -0.73066, -0.75011], [2.50545, 1.42502, -0.74448], [2.19737, -0.89100, -0.89231], [3.00872, 2.03723, -1.43297], [-3.89622, 0.47686, -1.73492], [0.94098, -1.70652, -1.74740], [4.14704, 1.47897, 0.73955], [1.96141, 0.76436, -1.35227], [-1.58172, -0.57290, -1.73563], [1.58314, -3.23678, -0.10296], [-2.41181, 1.04966, -0.32853], [-3.99959, -1.41973, 0.30525], [-2.09093, 0.06785, 1.04041], [0.08059, 3.44919, -0.14978], [-4.96024, 0.84524, 2.68266], [-0.17019, -0.76972, 0.74652], [-5.08990, -0.28062, -1.46794], [-1.56631, -1.78143, -0.62932], [0.14803, 0.50095, -0.21181], [4.06027, -0.52405, -1.24526], [3.17950, -1.05113, 2.71016], [1.66553, -2.31181, 1.01953], [4.96717, -0.65538, -0.09678]]}

Record 5
{"formula": "C3H5NO2", "method": "ωB97M-V with the def2-TZVPD basis set", "lumo_energy_ha": 0.0285, "energy_ha": -322.531629, "charge": 0, "gap_ev": 10.725, "e_above_lowest_kj_mol": 112.12, "elements": ["O", "O", "N", "C", "C", "C", "H", "H", "H", "H", "H"], "positions_angstrom": [[1.44694, -0.96447, -0.38990], [-0.25289, -1.51246, -1.84049], [-1.38644, 0.36136, 0.62839], [0.22991, -0.83119, -0.98767], [1.16630, 0.11262, 0.55044], [-0.17478, 0.39407, -0.14859], [-0.12763, 1.29961, -0.76327], [-2.04911, 1.06395, 0.32694], [-1.84863, -0.53891, 0.56567], [1.06070, -0.27063, 1.56670], [1.93563, 0.88603, 0.49178]]}

Record 6
{"formula": "C19H23FN2O2S", "method": "ωB97M-V with the def2-TZVPD basis set", "lumo_energy_ha": 0.0218, "energy_ha": -1495.842071, "charge": 0, "gap_ev": 9.014, "e_above_lowest_kj_mol": 38.98, "elements": ["S", "F", "O", "O", "N", "N", "C", "C", "C", "C", "C", "C", "C", "C", "C", "C", "C", "C", "C", "C", "C", "C", "C", "C", "C", "H", "H", "H", "H", "H", "H", "H", "H", "H", "H", "H", "H", "H", "H", "H", "H", "H", "H", "H", "H", "H", "H", "H"], "positions_angstrom": [[3.05985, -1.82639, 0.13594], [2.51702, 4.01629, 0.18919], [3.59085, -2.25619, -1.12288], [3.69449, -2.24343, 1.34863], [-1.20682, -1.29509, 0.06218], [1.48016, -2.33731, 0.21378], [-3.12040, 1.76184, 1.01950], [2.97939, -0.02881, 0.14540], [3.08416, 0.64778, 1.34552], [2.67673, 2.67751, 0.16625], [-4.44451, 0.38534, -0.41410], [-0.26566, -1.12856, -1.02151], [-4.30508, 1.52927, 0.34785], [-3.41248, -0.53769, -0.49909], [2.58843, 2.01841, -1.05931], [2.31884, 2.77883, -2.31767], [0.78619, -1.92685, 1.42128], [-3.58588, -1.77450, -1.32747], [-2.21601, -0.30382, 0.19026], [2.93109, 2.02506, 1.35873], [-0.78827, 1.19151, 1.66976], [2.74399, 0.63833, -1.04215], [-0.72993, -2.00347, 1.22983], [0.70701, -2.30279, -1.00737], [-2.06296, 0.86408, 0.94650], [-2.94734, -2.57103, -0.95707], [3.30414, 0.09305, 2.24337], [2.95995, 3.65653, -2.37431], [-0.76040, 2.25104, 1.91466], [-5.36667, 0.19871, -0.94533], [1.08043, -0.90582, 1.69211], [-3.00488, 2.66300, 1.60488], [-0.81679, -1.10873, -1.96784], [0.14640, -3.23946, -1.09580], [-1.00476, -3.06505, 1.13396], [0.08201, 0.96105, 1.05959], [0.30200, -0.18239, -0.94830], [3.00331, 2.59338, 2.27227], [2.48767, 2.15251, -3.18856], [2.70493, 0.06995, -1.95845], [-0.71152, 0.63093, 2.60171], [-4.62261, -2.10196, -1.30909], [1.28560, 3.12666, -2.32924], [-1.22998, -1.61687, 2.12041], [1.09857, -2.59111, 2.23155], [-3.31565, -1.57519, -2.36477], [-5.11435, 2.24092, 0.41510], [1.41971, -2.24945, -1.82986]]}

Record 7
{"formula": "C8H16N2O", "method": "ωB97M-V with the def2-TZVPD basis set", "lumo_energy_ha": 0.0287, "energy_ha": -499.047463, "charge": 0, "gap_ev": 8.344, "e_above_lowest_kj_mol": 363.58, "elements": ["O", "N", "N", "C", "C", "C", "C", "C", "C", "C", "C", "H", "H", "H", "H", "H", "H", "H", "H", "H", "H", "H", "H", "H", "H", "H", "H"], "positions_angstrom": [[-0.14110, -0.40595, 1.68504], [1.28452, -2.19527, -0.63896], [0.55381, -3.40872, -0.67321], [0.16296, 1.92640, 0.92277], [1.26052, -0.12462, -1.85660], [-1.83111, 1.56929, 1.46337], [-1.07951, -1.13274, 2.45015], [-0.49951, 0.86985, 1.39237], [1.22104, -1.45063, -1.80939], [1.29560, 0.67778, -3.11534], [-1.06871, 2.79507, 0.89749], [1.28467, 0.43668, -0.93382], [2.18456, 1.31013, -3.14392], [-0.68494, -2.14233, 2.54668], [-2.05555, -1.16714, 1.95965], [0.96972, -4.06120, -0.01537], [0.42505, 1.33395, -3.16876], [-1.39548, 3.10525, -0.09305], [-1.19560, -0.69669, 3.44677], [-1.04388, 3.66149, 1.55718], [1.18119, -2.06144, -2.69967], [1.18073, 2.12309, 0.64968], [1.30139, 0.02927, -3.98841], [-2.60865, 1.17198, 0.81251], [-2.23453, 1.70915, 2.46576], [-0.42828, -3.27462, -0.42792], [1.14652, -1.62405, 0.19627]]}

Record 8
{"formula": "C5H12Se2", "method": "ωB97M-V with the def2-TZVPD basis set", "lumo_energy_ha": 0.0200, "energy_ha": -5000.407962, "charge": 0, "gap_ev": 8.083, "e_above_lowest_kj_mol": 232.64, "elements": ["Se", "Se", "C", "C", "C", "C", "C", "H", "H", "H", "H", "H", "H", "H", "H", "H", "H", "H", "H"], "positions_angstrom": [[-2.83198, 0.20229, -0.16437], [0.22894, -2.82853, 0.07145], [-1.46207, 0.14059, 1.08870], [0.20721, -1.15248, -0.87838], [1.53020, 0.09689, 0.90055], [0.18584, 1.53010, -0.71962], [0.46582, 0.12862, -0.17422], [-0.83354, 1.57822, -1.04331], [2.25834, 0.93985, 0.94248], [-0.76824, -0.98607, -1.34828], [0.82922, -1.12517, -1.86874], [0.54879, 2.30874, -0.04427], [-1.53890, 0.83283, 1.93434], [1.05575, 0.23775, 1.89836], [-2.78224, 1.51941, -0.63242], [-1.45084, -0.84988, 1.18847], [0.83436, 1.69873, -1.58238], [2.03609, -0.84433, 0.93663], [1.48724, -3.42757, -0.50501]]}